[1]
ORCA calculation (ωB97M-V/def2-TZVPD) on a structure of composition C28H37FN4O10S4 in a non-equilibrium geometry.

```
! wB97M-V def2-TZVPD RIJCOSX def2/J DEFGRID3
* xyz 0 1
C 7.10225 -2.38075 -0.52296
C 5.92057 -3.19664 -1.17724
O 5.81044 -4.38455 -0.95802
O 5.01865 -2.56483 -2.03539
C 3.63367 -2.76044 -1.58401
C 2.89714 -1.40628 -1.95874
C 2.78165 -0.29302 -1.01645
C 3.35418 -0.43866 0.42388
C 2.25796 -0.46101 1.57611
C 0.77652 -0.66039 1.08373
F 2.29594 0.71384 2.40709
C 2.07988 0.98300 -1.53037
C 1.98683 2.21142 -0.52838
C 3.44343 2.85764 -0.49475
O 3.82258 3.44581 -1.48025
O 4.28441 2.79255 0.64321
C 5.61717 2.48931 0.23883
C 6.81446 3.27948 0.89845
O 5.87328 1.62693 -0.56370
C 1.54112 1.10516 -2.89540
C 0.86860 2.42430 -3.41348
C -0.56267 2.66849 -2.79544
S -1.59608 1.15467 -3.09913
C -2.20552 0.77082 -1.42516
N -2.49544 1.60806 -0.40110
N -2.91240 0.95559 0.71174
C -2.86268 -0.38326 0.38278
O -2.43438 -0.51775 -0.92305
C 1.64032 -0.07535 -3.81760
N 1.20583 -0.25304 -5.11276
S 1.57912 -1.80218 -5.63962
N 2.38300 -2.39069 -4.27917
C 2.32466 -1.36218 -3.36860
H 7.37975 -1.47314 -1.14314
H 6.83606 -2.00279 0.50630
H 8.03440 -3.02055 -0.50514
H 3.21621 -3.56304 -2.25704
H 3.56250 -3.00875 -0.49503
H 3.95456 -1.39017 0.54957
H 4.08342 0.39142 0.67292
H 2.48828 -1.32108 2.27821
H 0.68155 -1.47161 0.31253
H 0.11270 -0.92530 1.96233
H 0.32993 0.27974 0.63460
H 1.32636 3.02009 -0.95917
H 1.63235 1.90748 0.49161
H 6.92089 4.32089 0.48485
H 7.76568 2.70943 0.70408
H 6.67034 3.36719 2.02034
H 0.87288 2.35792 -4.54568
H 1.58547 3.27245 -3.17167
H -0.52140 2.82546 -1.68099
H -1.01807 3.60165 -3.23703
H -3.12626 -1.22454 1.08454
C -5.09714 4.03138 2.12553
C -6.60225 4.22418 2.33676
C -7.16241 4.88306 1.07465
S -6.09132 4.37711 -0.27022
O -5.40999 5.54468 -0.77716
O -6.80899 3.47081 -1.13509
C -4.94598 3.44030 0.72917
H -4.66248 3.37954 2.88458
H -4.58974 4.99929 2.17924
H -7.07625 3.24940 2.48453
H -6.81225 4.82758 3.22176
H -8.18074 4.55679 0.86692
H -7.12761 5.97079 1.14197
H -3.93776 3.53523 0.33085
H -5.26146 2.39659 0.70601
C -3.39767 -5.98845 2.98737
C -3.40294 -6.24504 1.47758
C -3.39343 -4.88163 0.78032
S -2.57604 -3.75131 1.90413
O -3.53672 -2.76351 2.34422
O -1.29208 -3.38171 1.35906
C -2.32874 -4.92794 3.22330
H -3.19035 -6.89818 3.55220
H -4.37528 -5.61087 3.30105
H -2.50604 -6.80641 1.20070
H -4.26663 -6.83711 1.17160
H -2.84504 -4.91351 -0.16035
H -4.40517 -4.51310 0.60821
H -2.42237 -4.42988 4.18723
H -1.32724 -5.34684 3.11189
*
```

The value obtained for the HOMO-LUMO gap is 7.694 eV. Its HOMO energy is -8.7 eV. As for the total energy: -3753.029305 hartree.

[2]
ORCA calculation (ωB97M-V/def2-TZVPD) on a cluster of 2 separate species, C5H8O4 in total in a non-equilibrium geometry.

```
! wB97M-V def2-TZVPD RIJCOSX def2/J DEFGRID3
* xyz -2 1
C 1.41228 0.47482 0.32910
C 2.79763 -0.05002 0.56880
C 1.07073 1.74893 1.25943
O 0.05068 2.36450 0.91610
O 1.75493 1.91671 2.29432
H 1.28957 0.83268 -0.76807
H 0.56621 -0.28179 0.56568
H 3.03128 -0.43398 1.60821
H 3.57673 0.70777 0.30175
H 3.03676 -0.88285 -0.08042
C -2.70184 -0.61553 -0.40664
C -2.67041 -1.33814 -1.74253
O -2.06577 -0.71665 -2.70821
O -3.10598 -2.44612 -1.86906
H -1.85769 -0.91206 0.17232
H -3.67776 -0.83547 0.09662
H -2.50735 0.46721 -0.53741
*
```

The value obtained for the HOMO-LUMO gap is 7.194 eV. Its HOMO energy is -0.9 eV. As for the total energy: -496.296087 hartree.

[3]
ORCA calculation (ωB97M-V/def2-TZVPD) on the molecule C2H5NO2 in a non-equilibrium geometry.

```
! wB97M-V def2-TZVPD RIJCOSX def2/J DEFGRID3
* xyz 0 1
C -0.70546 0.33580 -1.08229
C 0.20790 -0.59469 0.61757
N 0.21110 0.88462 0.78797
O -0.71493 1.34700 -0.16963
O 1.49814 -1.07728 0.70597
H -0.18738 0.53791 -2.09258
H -1.62858 -0.03196 -1.19810
H -0.42459 -1.28802 1.16300
H -0.24830 1.07219 1.75803
H 2.10854 -0.43959 0.52215
*
```

The value obtained for the HOMO-LUMO gap is 9.506 eV. Its HOMO energy is -8.7 eV. As for the total energy: -284.244418 hartree.

[4]
ORCA calculation (ωB97M-V/def2-TZVPD) on a cluster of 4 separate species, C3H11N2O3 in total in a non-equilibrium geometry.

```
! wB97M-V def2-TZVPD RIJCOSX def2/J DEFGRID3
* xyz 0 2
C 0.10855 0.51232 -0.24562
C -0.40588 0.56070 -1.59846
N 0.74497 0.56594 -2.44388
C 1.85831 0.28415 -1.64577
N 1.50163 0.40800 -0.32914
H -0.41444 0.94293 0.58398
H -1.34872 0.66363 -2.12244
H 0.77855 0.68832 -3.39579
H 2.83877 -0.00258 -2.02016
H 2.12854 0.23868 0.46446
H 4.50241 -1.20083 1.07588
H 4.86178 0.23332 1.09368
O 4.11965 -0.39326 0.71175
H -3.96260 -1.79161 3.54789
H -4.65142 -2.71666 2.48127
O -3.87691 -2.28679 2.63438
H -3.02809 1.86660 0.56211
H -3.03991 0.31420 0.50032
O -2.71518 1.11293 0.14554
*
```

The value obtained for the HOMO-LUMO gap (alpha / beta) is 4.017 / 7.888 eV. Its HOMO energy (alpha / beta) is -3.4 / -7.3 eV. As for the total energy: -455.996382 hartree.

[5]
ORCA calculation (ωB97M-V/def2-TZVPD) on a cluster of 6 separate species, C17H36BNO25S5 in total in a non-equilibrium geometry.

```
! wB97M-V def2-TZVPD RIJCOSX def2/J DEFGRID3
* xyz 0 1
C 1.60816 2.64269 7.66956
C 0.11887 3.28323 7.89289
C -0.94516 2.53971 6.90160
C -0.57354 2.94184 5.36789
N -1.46633 2.29895 4.34749
O -1.77082 3.13148 3.30717
C -0.70679 3.18067 2.33414
O 0.35092 3.88995 2.48987
O -0.77750 2.47223 1.06026
B -0.40075 1.07594 1.22348
O -1.14123 0.26395 2.16615
O 0.66644 0.46521 0.42655
C 0.52666 -0.98715 0.40224
C 1.37883 -1.68690 -0.81406
H 2.13178 3.25162 6.84485
H 2.16803 2.76586 8.67580
H 1.54087 1.51028 7.44462
H 0.19424 4.39258 7.55053
H -0.19060 3.19872 9.01332
H -2.04970 2.77647 7.16953
H -0.71866 1.40581 7.00809
H 0.51099 2.56871 5.14962
H -0.55099 4.09646 5.24776
H -2.32610 2.03415 4.88256
H -2.08893 0.57422 2.11015
H -0.57930 -1.29866 0.19745
H 0.81597 -1.47093 1.40922
H 2.25346 -2.32094 -0.39760
H 1.74928 -0.90303 -1.58062
H 0.66010 -2.38418 -1.40986
O 2.54417 -0.51124 7.48505
S 3.08000 -1.39953 6.49311
O 3.11153 -2.82274 6.65783
O 4.57332 -0.88799 6.10943
C 4.63680 -0.60461 4.71140
C 3.22258 -0.20326 4.31626
O 2.36896 -1.06208 5.07158
H 4.94793 -1.51621 4.19284
H 5.36038 0.18843 4.51583
H 3.03960 -0.32114 3.24743
H 3.00871 0.82911 4.60979
O 0.41207 5.60248 -1.00304
S -0.30506 4.44284 -1.44897
O -0.64111 3.34801 -0.57453
O 0.45362 3.85065 -2.76035
C -0.45066 3.82744 -3.86526
C -1.43530 4.95893 -3.60673
O -1.66188 4.93998 -2.19805
H -0.95661 2.85837 -3.87082
H 0.09106 3.95907 -4.80328
H -2.37211 4.82720 -4.14934
H -0.99869 5.92834 -3.86561
O -1.75002 3.61246 -6.79069
S -2.21283 2.26357 -6.63051
O -1.39470 1.12018 -6.91243
O -3.61415 2.10913 -7.43516
C -4.64296 1.70231 -6.53166
C -4.23222 2.25833 -5.17603
O -2.81312 2.10716 -5.12841
H -4.67127 0.60892 -6.51780
H -5.61079 2.08564 -6.85857
H -4.70431 1.72801 -4.34827
H -4.46107 3.32580 -5.10132
O 0.10902 -3.61466 -2.95821
S 0.15816 -3.71632 -4.38986
O -0.04175 -4.95170 -5.09003
O 1.55033 -3.05277 -4.89678
C 1.26893 -1.98274 -5.80014
C -0.09226 -1.44807 -5.37990
O -0.84694 -2.60366 -5.01278
H 1.23655 -2.39238 -6.81385
H 2.04730 -1.22028 -5.74218
H -0.58991 -0.90135 -6.18090
H -0.00879 -0.80489 -4.49839
O -0.81670 -7.24494 0.89089
S -0.27695 -8.12382 -0.10666
O -0.23525 -9.54808 0.05088
O 1.21248 -7.60035 -0.49035
C 1.27158 -7.30986 -1.88695
C -0.14557 -6.91634 -2.27774
O -0.99303 -7.78481 -1.52511
H 1.58798 -8.21691 -2.41037
H 1.98945 -6.51096 -2.08017
H -0.32924 -7.03029 -3.34669
H -0.36543 -5.88734 -1.97907
*
```

The value obtained for the HOMO-LUMO gap is 8.876 eV. Its HOMO energy is -9.0 eV. As for the SMILES: CCCCNOC(=O)OB(O)OCC.O=S1(=O)OCCO1.O=S1(=O)OCCO1.O=S1(=O)OCCO1.O=S1(=O)OCCO1.O=S1(=O)OCCO1. As for the total energy: -4620.665296 hartree.

[6]
ORCA calculation (ωB97M-V/def2-TZVPD) on the molecule C2H6N4S in a non-equilibrium geometry.

```
! wB97M-V def2-TZVPD RIJCOSX def2/J DEFGRID3
* xyz 0 1
C -0.71424 -2.19318 0.20230
N -1.26077 -1.22983 0.80452
N -0.94952 0.07641 0.65546
C 0.05228 0.55241 -0.15379
S -0.27287 1.73445 -1.24696
N 1.27748 0.01357 -0.11096
N 1.81570 -0.60687 1.04069
H -1.19210 -3.13015 0.36543
H 0.14485 -2.08976 -0.52647
H -1.74800 0.63439 0.87833
H 2.01219 0.49944 -0.65802
H 1.52278 -0.09308 1.80458
H 1.41776 -1.50039 1.06849
*
```

The value obtained for the HOMO-LUMO gap is 8.883 eV. Its HOMO energy is -8.5 eV. As for the SMILES: C=NNC(=S)NN. As for the total energy: -696.932764 hartree.

[7]
ORCA calculation (ωB97M-V/def2-TZVPD) on a structure of composition C33H32CuN4OPSe2.

```
! wB97M-V def2-TZVPD RIJCOSX def2/J DEFGRID3
* xyz -1 2
Cu -1.44333 -0.44805 0.52830
O -2.35922 -3.60545 2.95991
C -2.24567 -2.71830 2.10255
N -1.39600 -1.70209 2.06967
C -0.54029 -1.62827 3.23926
C 0.73988 -2.41875 3.08423
C 1.15787 -3.27941 4.09697
C 2.35225 -3.96131 3.96166
C 3.10134 -3.76485 2.81312
C 2.60182 -2.89974 1.85392
N 1.45149 -2.24022 1.96790
C -3.24785 -2.70618 0.96098
C -4.40406 -3.47030 1.03974
C -5.33927 -3.35159 0.02885
C -5.09234 -2.48267 -1.02510
C -3.90752 -1.76933 -1.03009
N -2.99889 -1.89385 -0.06405
H -0.28544 -0.58651 3.44773
H -1.07100 -2.01560 4.11300
H 0.52829 -3.41471 4.96564
H 2.69133 -4.64039 4.73446
H 4.04620 -4.26778 2.65679
H 3.16402 -2.71935 0.94390
H -4.52688 -4.11485 1.89755
H -6.26196 -3.91791 0.06610
H -5.80257 -2.34488 -1.82869
H -3.67314 -1.06246 -1.81820
Se -1.12375 2.56659 2.67814
P 1.08647 2.48207 -0.02090
Se 0.26889 1.06897 1.59192
C 2.50097 1.51652 -0.69396
C 2.67003 0.14369 -0.53467
C 3.67633 -0.52466 -1.22483
C 4.54528 0.16760 -2.05251
C 4.40139 1.54214 -2.19538
C 3.38292 2.20345 -1.53018
C 2.00571 3.60228 1.09575
C 1.41129 4.82989 1.37555
C 2.02007 5.72744 2.24387
C 3.23166 5.40605 2.83338
C 3.83058 4.18031 2.56250
C 3.21912 3.28369 1.70307
H 2.01945 -0.42413 0.12465
H 3.76929 -1.59838 -1.11626
H 5.32709 -0.35766 -2.58641
H 5.07285 2.09603 -2.83973
H 3.26395 3.27310 -1.66853
H 0.45768 5.07037 0.92406
H 1.53904 6.67207 2.46413
H 3.70905 6.10518 3.50930
H 4.77184 3.92036 3.03119
H 3.67881 2.32202 1.50776
C -1.05684 -0.75355 -4.63768
N -0.33435 -0.86729 -3.39874
C -0.69330 -2.04940 -2.65072
C -0.25128 0.36056 -2.61516
C -1.54353 1.01068 -2.15365
C -2.22257 1.85393 -3.03849
C -3.38000 2.51178 -2.65661
C -3.85627 2.34773 -1.36163
C -3.18046 1.51571 -0.48011
C -2.02334 0.82308 -0.85510
H -0.88160 -1.64037 -5.25297
H -0.70993 0.11822 -5.19573
H -2.14771 -0.65092 -4.50019
H -0.25129 -2.94265 -3.10461
H -1.77918 -2.21773 -2.59442
H -0.32095 -1.97091 -1.62826
H 0.32414 1.08699 -3.20025
H 0.34388 0.12310 -1.73657
H -1.82047 2.01549 -4.03381
H -3.89124 3.16715 -3.35200
H -4.74198 2.88125 -1.03590
H -3.55677 1.42694 0.53459
*
```

The value obtained for the HOMO-LUMO gap (alpha / beta) is 6.343 / 6.413 eV. Its HOMO energy (alpha / beta) is -3.7 / -3.9 eV. As for the total energy: -8355.763139 hartree.

[8]
ORCA calculation (ωB97M-V/def2-TZVPD) on the ion C9H14NO with charge +1 in a non-equilibrium geometry.

```
! wB97M-V def2-TZVPD RIJCOSX def2/J DEFGRID3
* xyz 1 1
C 2.40291 0.10688 1.94019
C 2.40769 0.79929 0.78867
C 1.63850 -1.15697 2.25963
C 1.38411 0.80033 -0.27645
C 0.92855 -1.75845 1.32917
C -0.76199 -0.00761 -2.40023
C -1.50765 1.57682 -0.42664
C -1.80804 -0.69658 -0.10352
C -0.91290 0.26884 -0.89280
N 0.37170 0.07546 -0.24681
O 0.56511 -2.77922 0.68238
H 3.10322 0.34721 2.76094
H 3.09949 1.54690 0.65608
H 1.61274 -1.31753 3.32652
H 1.43282 1.75138 -0.68852
H -0.14837 -0.86608 -2.65800
H -1.72848 -0.06943 -2.92522
H -0.20454 0.77807 -2.86443
H -2.56333 1.66161 -0.04718
H -0.85361 1.95225 0.31718
H -1.58999 2.32712 -1.18664
H -2.87760 -0.46058 -0.48654
H -1.64977 -1.77643 -0.26647
H -1.86809 -0.41228 0.98891
H -0.47250 -2.69099 0.41979
*
```

The value obtained for the HOMO-LUMO gap is 8.767 eV. Its HOMO energy is -13.6 eV. As for the total energy: -480.898756 hartree.

- The highest total energy belongs to which entry?
  C2H5NO2

- Number 5 is which compound?
  C17H36BNO25S5

- Which of these has the lowest total energy?
  C33H32CuN4OPSe2

- What is the total energy in the seventh record?
  -8355.763139 hartree